# 1
C30H50Cl6P2RuSi2 | ωB97M-V/def2-TZVPD

CARTESIAN COORDINATES (ANGSTROEM)
Ru (0.3255, -0.7209, 0.1975)
C (-1.3020, 0.0419, 2.0336)
C (-1.7170, 1.1748, 1.2699)
C (-2.1832, 0.7100, 0.0275)
Si (-1.5579, 2.9945, 1.7549)
C (-1.7973, -0.6589, -0.1673)
C (-1.4083, -1.1500, 1.1988)
Si (-1.4273, -2.9035, 1.8391)
H (-0.9291, 0.0291, 3.0516)
H (-2.8201, 1.2769, -0.6589)
H (-2.1121, -1.3274, -0.9678)
Cl (0.7749, -0.0276, -2.2552)
C (-1.2481, -3.0245, 3.7111)
C (-3.0611, -3.7044, 1.4123)
C (-1.2720, 3.1250, 3.5847)
C (-3.1618, 3.8230, 1.3026)
H (-3.8572, -3.1573, 1.9317)
H (-3.0534, -4.7422, 1.7884)
H (-3.2623, -3.7269, 0.3378)
H (-0.4377, -2.4193, 4.1281)
H (-1.0723, -4.0787, 3.9897)
H (-2.1919, -2.6933, 4.1758)
H (-3.9559, 3.2014, 1.7438)
H (-3.3264, 3.9444, 0.2278)
H (-3.1613, 4.8154, 1.7729)
H (-2.2346, 2.9397, 4.0823)
H (-0.9316, 4.1422, 3.8183)
H (-0.5151, 2.4188, 3.9395)
C (-0.0679, -3.8468, 0.8901)
C (-0.0785, 3.7984, 0.8276)
P (0.2835, -2.8027, -0.5531)
H (-0.4129, -4.8562, 0.6303)
H (0.8391, -3.9323, 1.5182)
P (0.2536, 3.0352, -0.8080)
H (0.8207, 3.6242, 1.4332)
H (-0.2337, 4.8889, 0.7110)
C (1.7557, 3.9272, -1.5147)
C (-1.1986, 3.7299, -1.8006)
C (-1.0710, -3.4672, -1.7209)
C (1.8012, -3.3728, -1.3831)
C (2.9514, -2.3938, -1.1718)
H (1.5498, -3.3805, -2.4564)
C (2.1622, -4.7887, -0.9276)
H (2.4784, -4.7995, 0.1252)
H (2.9967, -5.1640, -1.5277)
H (1.3490, -5.5034, -1.0182)
H (2.6487, -1.3913, -1.4825)
H (3.8016, -2.7118, -1.7931)
H (3.2657, -2.3677, -0.1155)
H (-2.0147, -3.2921, -1.1897)
C (-0.9418, -4.9953, -1.9683)
C (-1.0851, -2.7391, -3.0605)
H (-0.9885, -5.5959, -1.0584)
H (-0.0176, -5.2252, -2.5080)
H (-1.7854, -5.3055, -2.6054)
H (-1.1730, -1.6528, -2.9377)
H (-1.9308, -3.1322, -3.6661)
H (-0.1571, -2.9266, -3.6194)
H (-2.0869, 3.3944, -1.2333)
C (-1.1684, 2.9513, -3.1111)
C (-1.2417, 5.2539, -1.9198)
H (-1.4445, 5.7339, -0.9530)
H (-2.0718, 5.5183, -2.5917)
H (-0.3296, 5.6835, -2.3447)
H (-1.2338, 1.8700, -2.9290)
H (-0.2394, 3.1040, -3.6737)
H (-2.0014, 3.2584, -3.7553)
C (2.7444, 2.8418, -1.8777)
C (2.3356, 4.9838, -0.5775)
H (1.3929, 4.4025, -2.4398)
H (2.7206, 4.4977, 0.3402)
H (1.6210, 5.7661, -0.2967)
H (3.1771, 5.4733, -1.1010)
H (3.0488, 2.2950, -0.9711)
H (3.6408, 3.2823, -2.3141)
H (2.3372, 2.1114, -2.5677)
C (0.6612, -0.1038, -4.4866)
H (-0.3893, -0.1167, -4.7915)
H (1.1882, 0.8422, -4.5126)
H (1.2163, -1.0356, -4.4811)
Cl (2.9513, -3.1097, 1.9368)
C (2.0735, -1.8175, 2.6444)
C (1.6629, -0.7497, 1.8104)
C (1.8996, 0.5208, 2.3385)
Cl (2.3715, 1.8420, 1.2779)
C (1.9216, 0.7325, 3.7269)
Cl (2.1125, 2.2984, 4.4083)
C (1.8808, -0.4021, 4.5933)
Cl (1.7269, -0.2230, 6.2795)
C (2.0631, -1.7047, 4.0360)
Cl (2.5552, -3.0576, 5.0171)

HOMO (spin up / spin down) = -5.43 / -7.37 eV
spin multiplicity = 5
LUMO level (spin up / spin down) = -0.4 / -1.8 eV
charge = 0
<S²> = 6.05



# 2
C29H26IrN6O6 | ωB97M-V/def2-TZVPD

CARTESIAN COORDINATES (ANGSTROEM)
Ir (0.3726, -0.5539, 0.0170)
O (-5.6928, -5.4645, 0.6455)
C (-6.4533, -4.6800, 0.2542)
O (-7.2065, -3.8921, -0.1337)
C (-3.9362, -2.9349, -0.3242)
C (-3.9455, -1.6769, -0.8517)
C (-2.6905, -1.0618, -0.9218)
N (-1.6068, -1.6990, -0.4911)
C (-1.6406, -2.9386, -0.0085)
C (-2.8439, -3.6321, 0.1065)
C (-0.3115, -3.4837, 0.3547)
C (-0.0969, -4.7944, 0.7342)
C (1.1917, -5.2197, 1.0252)
C (2.2364, -4.3171, 0.9281)
C (1.9591, -3.0194, 0.5395)
N (0.7161, -2.6143, 0.2514)
C (-2.4524, 0.2949, -1.4719)
C (-3.4796, 1.1129, -1.9191)
C (-3.1691, 2.3661, -2.4224)
C (-1.8438, 2.7661, -2.4556)
C (-0.8803, 1.8954, -1.9757)
N (-1.1744, 0.6847, -1.5091)
H (-4.8508, -1.1955, -1.1923)
H (-2.9193, -4.6353, 0.5020)
H (-0.9246, -5.4851, 0.7975)
H (1.3710, -6.2434, 1.3239)
H (3.2549, -4.5988, 1.1517)
H (2.7314, -2.2641, 0.4864)
H (-4.5083, 0.7882, -1.8712)
H (-3.9544, 3.0197, -2.7764)
H (-1.5552, 3.7362, -2.8338)
H (0.1629, 2.1806, -1.9417)
C (2.3603, 5.7562, 1.8353)
O (1.7029, 5.1420, 2.9412)
C (1.1528, 3.9437, 2.7876)
C (0.5251, 3.4189, 3.9401)
C (-0.0669, 2.2021, 3.8688)
C (-0.0692, 1.4192, 2.6770)
C (-0.7728, 0.1946, 2.6629)
C (-1.5961, -0.2431, 3.8373)
O (-0.8032, -0.6240, 1.6912)
C (0.5822, 1.9579, 1.5349)
O (0.6627, 1.3682, 0.3550)
C (1.1731, 3.2212, 1.6038)
H (2.7129, 6.7158, 2.1975)
H (1.6645, 5.9101, 1.0089)
H (3.2093, 5.1537, 1.5085)
H (0.5327, 4.0019, 4.8493)
H (-0.5476, 1.8121, 4.7535)
H (-2.3557, 0.5015, 4.0736)
H (-0.9623, -0.3621, 4.7167)
H (-2.0739, -1.1921, 3.6146)
H (1.6551, 3.5972, 0.7149)
C (3.7889, 0.6533, -4.2698)
N (3.2982, 0.3914, -2.9269)
C (4.0967, 0.5199, -1.7133)
C (3.1179, 0.0704, -0.6495)
O (3.2706, 0.0015, 0.5488)
N (1.9356, -0.2949, -1.2973)
C (2.0932, -0.0823, -2.6139)
N (1.1391, -0.3285, -3.5020)
H (4.7138, 1.2183, -4.1927)
H (3.0760, 1.2607, -4.8282)
H (3.9915, -0.2728, -4.8098)
H (4.4166, 1.5482, -1.5398)
H (4.9750, -0.1279, -1.7326)
H (0.2461, -0.6572, -3.1725)
H (1.2955, -0.2352, -4.4906)

ΔE to the lowest compared entry with this formula, charge and spin = 4.3 kcal per mole
HOMO (spin up / spin down) = -12.00 / -11.78 eV
spin multiplicity = 2
LUMO level (spin up / spin down) = -8.5 / -8.3 eV
charge = +2
<S²> = 0.76



# 3
C24H32N4O6 | ωB97M-V/def2-TZVPD

CARTESIAN COORDINATES (ANGSTROEM)
C (1.2075, -2.4277, 4.5289)
H (1.4240, -3.4702, 4.7810)
O (0.1940, -2.3549, 3.5408)
C (0.4393, -3.1295, 2.3872)
C (1.5640, -2.5721, 1.4992)
N (1.3664, -1.1539, 1.2615)
C (2.1997, -0.2676, 1.8482)
O (3.0659, -0.6062, 2.6324)
C (1.9908, 1.2215, 1.5693)
H (1.3057, 1.6140, 2.3281)
H (2.9738, 1.6924, 1.6824)
O (1.4353, 1.5796, 0.3119)
C (2.2980, 1.8698, -0.6856)
O (3.4878, 1.7736, -0.5805)
C (1.5536, 2.4001, -1.8869)
H (0.5513, 1.9707, -1.9134)
H (1.4477, 3.4771, -1.7208)
C (2.3132, 2.1557, -3.1947)
C (2.1139, 0.7227, -3.6861)
C (2.9083, 0.4785, -4.9649)
C (2.4800, 1.4589, -6.0523)
C (2.6559, 2.8952, -5.5696)
C (1.8687, 3.1330, -4.2836)
H (0.8019, 2.9965, -4.4787)
H (2.0194, 4.1617, -3.9474)
H (2.3223, 3.5922, -6.3416)
H (3.7150, 3.0850, -5.3817)
H (3.0698, 1.2962, -6.9568)
H (1.4302, 1.2876, -6.3027)
H (2.7544, -0.5478, -5.3036)
H (3.9726, 0.6060, -4.7575)
H (2.4207, 0.0134, -2.9164)
H (1.0514, 0.5625, -3.8914)
H (3.3778, 2.3122, -2.9917)
C (0.2797, -0.7854, 0.4309)
C (-0.8408, -0.1961, 0.9723)
N (-0.9440, 0.0203, 2.3087)
H (-1.8650, 0.1922, 2.6808)
H (-0.3711, -0.5944, 2.8831)
N (-1.8454, 0.2522, 0.1502)
C (-1.7987, 0.0962, -1.2288)
O (-2.6621, 0.5306, -1.9569)
N (-0.7220, -0.5969, -1.6970)
C (0.3760, -1.0700, -0.9707)
O (1.2695, -1.6670, -1.5344)
H (-0.6887, -0.7427, -2.7001)
C (-2.9982, 0.9507, 0.6995)
C (-3.8491, 0.0602, 1.5700)
C (-4.1214, -1.2456, 1.1789)
C (-4.9007, -2.0654, 1.9745)
C (-5.4223, -1.5875, 3.1653)
C (-5.1629, -0.2856, 3.5573)
C (-4.3760, 0.5336, 2.7660)
H (-4.1764, 1.5506, 3.0744)
H (-5.5708, 0.0941, 4.4819)
H (-6.0323, -2.2274, 3.7844)
H (-5.1064, -3.0778, 1.6614)
H (-3.7260, -1.6146, 0.2436)
H (-2.6614, 1.8344, 1.2503)
H (-3.5792, 1.2823, -0.1686)
H (1.5726, -3.0989, 0.5428)
H (2.5350, -2.6837, 1.9842)
H (-0.5075, -3.1219, 1.8384)
H (0.6802, -4.1644, 2.6637)
H (2.1251, -1.9302, 4.2042)
H (0.8094, -1.9189, 5.4048)

ΔE to the lowest compared entry with this formula, charge and spin = 19.5 kcal per mole
HOMO = -8.45 eV
LUMO level = 0.5 eV
SMILES = COCCN(C(=O)COC(=O)CC1CCCCC1)c1c(N)n(Cc2ccccc2)c(=O)[nH]c1=O
charge = 0



# 4
C4H10O3 | ωB97M-V/def2-TZVPD

CARTESIAN COORDINATES (ANGSTROEM)
C (-1.0724, 1.3276, 1.7263)
C (-0.2467, 0.9589, 0.6610)
O (0.5454, -0.1633, 0.7930)
C (-0.1651, 1.6576, -0.6673)
C (-1.1757, 2.1244, -1.4313)
H (-0.9238, 0.9308, 2.6915)
H (-1.4241, 2.3627, 1.5911)
H (0.6149, -0.5478, -0.0090)
H (0.9198, 1.8581, -0.8440)
H (-2.3107, 2.0044, -1.2019)
H (-1.1418, 2.6549, -2.4485)
H (-0.7189, -4.2730, 2.0617)
H (0.2837, -5.4351, 1.7487)
O (0.0045, -4.7903, 2.4622)
H (2.9188, -0.0090, -2.0722)
H (1.8436, -0.7783, -2.6807)
O (2.0486, 0.1175, -2.3808)

ΔE to the lowest compared entry with this formula, charge and spin = 71.4 kcal per mole
HOMO = -8.61 eV
LUMO level = 0.4 eV
SMILES = C=CC(=C)O.O.O
charge = 0



# 5
CHN2O3 | ωB97M-V/def2-TZVPD

CARTESIAN COORDINATES (ANGSTROEM)
C (0.6362, -1.2387, -0.1027)
N (-0.3271, -0.3675, 0.0683)
N (-0.2295, 1.1824, 0.0468)
O (1.5807, -1.8521, -0.2880)
O (0.4213, 1.3724, -0.8662)
O (-0.8491, 1.8056, 0.8134)
H (-1.2325, -0.9022, 0.3284)

ΔE to the lowest compared entry with this formula, charge and spin = 68.6 kcal per mole
HOMO = -18.31 eV
LUMO level = -7.3 eV
SMILES = O=C=[NH+][N+](=O)[O-]
charge = +1



# 6
C7H16NO | ωB97M-V/def2-TZVPD

CARTESIAN COORDINATES (ANGSTROEM)
C (1.1734, 0.4484, 1.0394)
C (0.4776, -0.2696, 0.2200)
C (0.4773, 1.6770, 1.5439)
C (2.5258, 0.1074, 1.5198)
C (-1.2075, -1.8831, 0.2871)
C (-0.2155, -1.4558, -1.8740)
C (-1.5967, 1.8947, -1.4530)
N (0.0383, -1.4748, -0.3590)
O (-1.7750, 0.8820, -0.5104)
H (-0.4046, 1.8295, 1.0112)
H (1.2183, 2.4151, 1.8753)
H (-0.0179, 1.4913, 2.4898)
H (2.9769, -0.7795, 1.2716)
H (3.1802, 0.7356, 0.9472)
H (2.5241, 0.4497, 2.4917)
H (-1.4820, -2.8759, 0.0661)
H (-1.1841, -1.8154, 1.4920)
H (-1.9185, -1.0491, -0.1685)
H (-0.0316, -2.4118, -2.3056)
H (-1.2539, -1.0873, -1.9590)
H (0.4201, -0.9437, -2.4440)
H (-2.0367, 1.6177, -2.4563)
H (-0.5420, 1.9062, -1.5168)
H (-2.1268, 2.7958, -0.9865)
H (0.7809, -2.2043, -0.2222)

ΔE to the lowest compared entry with this formula, charge and spin = 195.1 kcal per mole
HOMO = -12.48 eV
LUMO level = -5.7 eV
charge = +1



# 7
C25H47CaClINO3Si2 | ωB97M-V/def2-TZVPD

CARTESIAN COORDINATES (ANGSTROEM)
O (-1.2551, -2.4029, -1.6876)
O (-2.4672, -0.4019, -2.9266)
C (-0.1593, -3.3167, -1.5999)
C (0.3643, -3.6393, -0.2107)
H (0.6300, -2.8518, -2.2079)
H (-0.4621, -4.2423, -2.1139)
H (0.5481, -2.7440, 0.3991)
H (1.3229, -4.1616, -0.3164)
H (-0.3088, -4.3135, 0.3266)
C (-2.2091, -2.4033, -0.5921)
C (-3.2291, -3.4965, -0.7526)
H (-2.6797, -1.4126, -0.6302)
H (-1.6697, -2.4699, 0.3651)
H (-3.7909, -3.3576, -1.6848)
H (-3.9291, -3.4581, 0.0894)
H (-2.7533, -4.4841, -0.7574)
C (-3.5810, 0.5134, -2.9501)
C (-2.2660, -1.1184, -4.1686)
C (-4.6715, 0.0526, -2.0158)
H (-3.9749, 0.5956, -3.9760)
H (-3.1894, 1.4954, -2.6468)
H (-5.0197, -0.9538, -2.2757)
H (-5.5221, 0.7358, -2.1005)
H (-4.3299, 0.0567, -0.9744)
C (-3.3244, -2.1600, -4.4005)
H (-1.2707, -1.5667, -4.0829)
H (-2.2460, -0.3866, -4.9898)
H (-3.3253, -2.8864, -3.5842)
H (-3.0960, -2.6871, -5.3299)
H (-4.3137, -1.7057, -4.4978)
H (-1.1863, -0.4104, -1.7021)
Ca (0.6547, 1.5143, 0.7672)
C (-0.4913, 0.3464, -1.1284)
Si (0.4451, 1.3030, -2.4656)
H (-1.2022, 0.9322, -0.5088)
H (0.1554, -0.3057, -0.5083)
C (1.3935, 0.0077, -3.4273)
C (1.6139, 2.6079, -1.7600)
C (-0.6923, 2.2356, -3.6187)
C (2.8075, 0.3410, 0.4063)
Si (4.0503, 1.1690, 1.4982)
H (3.1388, 0.1252, -0.6211)
H (2.5155, -0.6311, 0.8532)
C (4.9519, 2.5561, 0.5963)
C (5.2965, -0.0814, 2.1484)
C (3.1839, 1.9643, 2.9881)
H (-0.0954, 2.9398, -4.2124)
H (-1.4294, 2.8118, -3.0490)
H (-1.2314, 1.5779, -4.3102)
H (2.2873, -0.3129, -2.8774)
H (1.7149, 0.4240, -4.3923)
H (0.7768, -0.8789, -3.6247)
H (2.3503, 2.2100, -1.0350)
H (1.0707, 3.4641, -1.3245)
H (2.1949, 2.9940, -2.6119)
H (5.8421, -0.5522, 1.3174)
H (4.7925, -0.8785, 2.7157)
H (6.0320, 0.3992, 2.8095)
H (2.7806, 1.2106, 3.6796)
H (2.3722, 2.6653, 2.7304)
H (3.9381, 2.5473, 3.5390)
H (5.8145, 2.8951, 1.1889)
H (4.2993, 3.4256, 0.4313)
H (5.3265, 2.2216, -0.3805)
Cl (-0.3901, -0.0086, 7.6584)
C (-0.1079, -0.0390, 5.9719)
C (0.5538, -1.1301, 5.4163)
C (0.7777, -1.2155, 4.0436)
I (1.9991, -2.7321, 3.2547)
C (0.2272, -0.2358, 3.1670)
O (0.2555, -0.3640, 1.8840)
C (-0.2757, 1.0013, 3.7708)
N (-0.3282, 2.1087, 2.9738)
C (-0.7387, 3.2765, 3.5000)
C (-1.1220, 3.3890, 4.8484)
C (-1.0052, 2.2937, 5.6867)
C (-0.5086, 1.0785, 5.1784)
H (0.9029, -1.9285, 6.0590)
H (-0.7820, 4.1330, 2.8171)
H (-1.4838, 4.3477, 5.2136)
H (-1.2666, 2.3587, 6.7375)

ΔE to the lowest compared entry with this formula, charge and spin = 0.0 kcal per mole
HOMO = -6.64 eV
LUMO level = -0.3 eV
charge = 0



# 8
C27H30N3 | ωB97M-V/def2-TZVPD

CARTESIAN COORDINATES (ANGSTROEM)
C (2.7197, -1.0397, 2.5310)
C (2.2930, 0.3652, 2.4868)
N (3.2042, 1.3656, 2.4645)
C (4.6446, 1.1700, 2.4192)
C (2.5704, 2.6101, 2.4030)
C (1.1756, 2.3878, 2.3449)
C (0.3528, 3.4781, 2.0746)
C (0.9184, 4.7625, 2.0044)
C (2.3100, 4.9550, 2.0708)
C (3.1627, 3.8569, 2.2455)
C (0.9824, 0.9280, 2.3982)
C (-0.1835, 0.2004, 2.2254)
C (-1.5054, 0.7077, 2.4144)
C (-1.8416, 1.6697, 3.4077)
C (-3.1041, 2.2512, 3.4248)
C (-4.0663, 1.9037, 2.4676)
C (-5.3865, 2.6077, 2.4348)
C (-3.7714, 0.8915, 1.5453)
C (-2.5393, 0.2586, 1.5530)
H (1.8429, -1.6896, 2.5796)
H (3.2958, -1.3076, 1.6293)
H (3.3514, -1.2196, 3.4163)
H (5.1216, 2.1468, 2.3284)
H (5.0068, 0.6788, 3.3308)
H (4.9324, 0.5520, 1.5575)
H (-0.7116, 3.3201, 1.9122)
H (0.2670, 5.6282, 1.8866)
H (2.7342, 5.9557, 1.9829)
H (4.2450, 3.9457, 2.2658)
H (-0.0864, -0.7984, 1.7935)
H (-1.0840, 1.9582, 4.1421)
H (-3.3425, 3.0091, 4.1724)
H (-6.0338, 2.1465, 1.6839)
H (-5.8834, 2.5568, 3.4109)
H (-5.2579, 3.6675, 2.1805)
H (-4.5341, 0.6048, 0.8216)
H (-2.3100, -0.5454, 0.8509)
C (0.4710, -3.6935, -6.3228)
C (-0.9466, -4.2174, -6.0361)
C (-1.3056, -3.7762, -4.6096)
N (-0.2481, -2.8594, -4.2064)
C (-0.1633, -2.3697, -2.9065)
C (-0.0030, -3.2405, -1.8064)
C (0.1050, -2.6919, -0.5311)
N (-0.0221, -1.3824, -0.2942)
C (-0.1729, -0.5445, -1.3237)
C (-0.2249, -0.9812, -2.6460)
C (0.9197, -2.9148, -5.0763)
H (1.1635, -4.5168, -6.5200)
H (0.4738, -3.0275, -7.1901)
H (-1.6662, -3.7874, -6.7390)
H (-0.9959, -5.3061, -6.1197)
H (-2.2799, -3.2607, -4.5767)
H (-1.3588, -4.6352, -3.9201)
H (0.0688, -4.3185, -1.9461)
H (0.2939, -3.3339, 0.3331)
H (-0.2578, 0.5186, -1.0830)
H (-0.3540, -0.2666, -3.4564)
H (1.7489, -3.4368, -4.5657)
H (1.2651, -1.8974, -5.3184)

ΔE to the lowest compared entry with this formula, charge and spin = 26.8 kcal per mole
HOMO = -10.24 eV
LUMO level = -4.3 eV
charge = +1



# 9
C4H12NO2 | ωB97M-V/def2-TZVPD

CARTESIAN COORDINATES (ANGSTROEM)
C (1.6040, 1.2921, -0.0088)
N (1.3674, 0.1576, 0.7190)
C (-0.2299, -1.4028, 0.0549)
C (0.2075, 0.0159, -0.2894)
C (-1.0342, 0.9854, -0.0073)
O (-2.1610, 0.3946, -0.5714)
H (2.5121, 1.4696, -0.7202)
H (4.4738, -0.4560, -0.6697)
H (1.1120, 2.2567, 0.3339)
H (5.0374, 0.0029, -0.4019)
H (0.3804, -2.3109, -0.1290)
H (-0.7983, -1.3840, 1.0350)
H (-1.1653, -1.6241, -0.7143)
H (0.3713, 0.0194, -1.4335)
H (-1.1271, 1.0977, 1.0862)
H (-0.6514, 2.0022, -0.3117)
H (-4.0717, -1.3020, 0.9818)
H (-2.7244, -0.1735, 0.0303)
O (-3.1025, -1.0410, 1.0164)

ΔE to the lowest compared entry with this formula, charge and spin = 151.1 kcal per mole
HOMO = -3.68 eV
LUMO level = 3.4 eV
charge = -1



| no. | energy (eV) |
| --- | --- |
| 1 | -143967.24549 |
| 2 | -54543.58300 |
| 3 | -43655.48226 |
| 4 | -10450.14942 |
| 5 | -10162.06946 |
| 6 | -11041.38513 |
| 7 | -89138.80595 |
| 8 | -32950.04235 |
| 9 | -9921.67097 |